No. 1
Computed, not measured: a 2-piece molecular cluster, C3H6N2O3 overall in a non-equilibrium geometry, with ωB97M-V/def2-TZVPD.

```
14
Properties=species:S:1:pos:R:3
C -1.651 -0.016 -1.029
C -0.343 1.562 0.571
C -0.304 0.405 -0.381
N 0.532 -0.583 -0.200
N 2.534 -1.408 0.861
O 3.208 -0.907 1.683
O 0.647 -1.771 -0.608
O 2.226 -2.442 0.437
H -1.767 -1.094 -1.354
H -2.406 0.115 -0.344
H -1.704 0.559 -1.936
H -0.127 2.456 -0.009
H -1.236 1.649 1.066
H 0.391 1.472 1.245
```

Calculated values
HOMO-LUMO gap (alpha / beta): 8.73 / 8.86 eV
Highest occupied orbital energy (alpha / beta): -0.336 / -0.341 Ha
Energy above the lowest of the compared OMol25 structures with the same formula, charge and spin: 888.1 kJ/mol

Mulliken atomic charge list, values in e, 4 entries: C -1.095; C -1.337; C 0.626; N 0.143

No. 2
Computed, not measured: C25H27IrN11O2Se as an isolated structure in a non-equilibrium geometry, with ωB97M-V/def2-TZVPD.

```
67
Properties=species:S:1:pos:R:3
Ir -0.412 -0.026 0.163
C -0.578 -1.615 2.840
N -1.104 -0.298 2.450
C -0.483 0.786 3.236
C 0.152 1.871 2.412
C 0.604 3.018 3.043
C 1.232 4.009 2.307
C 1.388 3.838 0.935
C 0.909 2.684 0.363
N 0.314 1.715 1.088
C -2.565 -0.272 2.503
C -3.109 0.731 1.528
C -4.396 1.228 1.650
C -4.867 2.138 0.715
C -4.008 2.575 -0.288
C -2.737 2.048 -0.347
N -2.309 1.103 0.515
C 0.886 -1.662 2.545
C 1.775 -2.372 3.327
C 3.129 -2.331 3.018
C 3.553 -1.560 1.946
C 2.604 -0.899 1.190
N 1.294 -0.962 1.472
H -1.082 -2.391 2.256
H -0.773 -1.831 3.894
H 0.297 0.366 3.874
H -1.217 1.239 3.903
H 0.467 3.133 4.111
H 1.591 4.908 2.793
H 1.873 4.587 0.325
H 0.986 2.515 -0.702
H -2.924 -0.048 3.510
H -2.961 -1.263 2.260
H -5.020 0.910 2.477
H -5.882 2.510 0.776
H -4.315 3.323 -1.008
H -2.018 2.408 -1.071
H 1.417 -2.943 4.175
H 3.843 -2.883 3.615
H 4.600 -1.471 1.692
H 2.903 -0.294 0.347
N -1.758 -1.524 -0.331
N -1.314 -2.816 -0.671
C -0.118 -2.879 -1.308
N 0.314 -3.976 -1.893
N 0.483 -1.715 -1.221
N 1.656 -1.484 -1.882
O 2.116 -0.185 -1.744
O 2.170 -2.170 -2.799
H -2.336 -1.596 0.501
H -2.357 -1.168 -1.080
H -1.940 -3.606 -0.622
H -0.202 -4.845 -1.874
H 1.196 -3.975 -2.388
Se -1.742 1.004 -3.977
N -0.324 0.828 -2.820
C 0.710 0.603 -3.572
C 2.111 0.423 -3.053
C 3.010 -0.278 -4.019
C 2.722 -0.390 -5.363
C 1.511 0.042 -5.879
C 0.479 0.497 -4.996
N -0.762 0.703 -5.365
H 2.565 1.405 -2.857
H 3.987 -0.574 -3.651
H 3.458 -0.827 -6.026
H 1.306 -0.020 -6.945
```

Calculated values
Expectation value of S²: 0.891
HOMO-LUMO gap (alpha / beta): 4.49 / 4.18 eV
2S+1: 2
Highest occupied orbital energy (alpha / beta): -0.684 / -0.679 Ha
Energy above the lowest of the compared OMol25 structures with the same formula, charge and spin: 645.2 kJ/mol
Total charge: +4

Mulliken atomic charge list, values in e, 4 entries: Ir 3.081; C -1.418; N 0.204; C -1.656

No. 3
Computed, not measured: one molecule with the formula C7H14OS3 in a non-equilibrium geometry, with ωB97M-V/def2-TZVPD.

```
25
Properties=species:S:1:pos:R:3
C 2.852 -0.374 -2.365
C 2.355 0.550 -1.179
C 2.314 -0.347 0.033
C 0.231 1.181 1.418
C -0.696 -0.101 1.195
C -1.153 -0.544 -0.001
C -5.013 -0.642 1.153
H 2.612 -1.473 -2.230
H 4.068 -0.346 -2.375
H 2.475 0.026 -3.399
H 1.390 1.076 -1.463
H 2.834 1.433 -1.291
H 1.212 -0.983 -0.064
H 3.285 -0.948 0.159
H 0.146 1.899 2.217
H 0.531 1.805 0.507
H -1.004 -0.659 2.084
H -1.423 0.107 -0.763
H -6.054 -0.447 0.886
H -4.510 0.231 1.641
H -5.118 -1.274 1.982
O 2.832 2.121 0.505
S 2.264 0.915 1.508
S -2.311 -1.893 0.193
S -4.117 -1.311 -0.354
```

Calculated values
HOMO-LUMO gap: 8.62 eV
Highest occupied orbital energy: -0.326 Ha
Energy above the lowest of the compared OMol25 structures with the same formula, charge and spin: 454.3 kJ/mol

Mulliken atomic charge list, values in e, 4 entries: C -1.176; C -0.413; C -0.405; C -0.813

No. 4
Computed, not measured: one molecule with the formula C5H10O2 in a non-equilibrium geometry, with ωB97M-V/def2-TZVPD.

```
17
Properties=species:S:1:pos:R:3
C 2.498 -0.728 -0.056
C 1.100 -0.358 0.430
O 0.310 0.009 -0.666
C -1.007 0.014 -0.200
C -1.351 1.175 0.740
C -1.891 -0.068 -1.439
O -3.035 0.311 -1.488
H 3.112 0.126 -0.387
H 3.036 -1.214 0.758
H 2.427 -1.418 -0.903
H 0.420 -1.180 0.943
H 1.119 0.458 1.172
H -1.012 -0.961 0.459
H -2.411 1.412 0.644
H -1.149 0.871 1.769
H -0.777 2.089 0.538
H -1.389 -0.535 -2.314
```

Calculated values
HOMO-LUMO gap: 10.84 eV
SMILES: CCO[C@@H](C)C=O
Highest occupied orbital energy: -0.366 Ha
Energy above the lowest of the compared OMol25 structures with the same formula, charge and spin: 223.8 kJ/mol

Mulliken atomic charge list, values in e, 4 entries: C -1.226; C -0.017; O -0.413; C 0.602

No. 5
Computed, not measured: an isolated ion of composition C4H9N2O and charge +1 in a non-equilibrium geometry, with ωB97M-V/def2-TZVPD.

```
16
Properties=species:S:1:pos:R:3
C -1.431 0.607 1.048
C -0.626 -0.183 0.057
O -1.605 -0.625 -1.129
N 0.093 -1.257 0.560
C 1.325 -1.145 0.341
C 1.715 0.099 -0.425
N 0.391 0.673 -0.755
H -2.044 1.340 0.530
H -0.787 1.093 1.777
H -2.091 -0.076 1.579
H -1.997 -1.471 -0.890
H 2.035 -1.874 0.691
H 2.294 0.771 0.213
H 2.305 -0.142 -1.310
H 0.298 1.670 -0.549
H 0.126 0.519 -1.737
```

Calculated values
HOMO-LUMO gap: 12.09 eV
SMILES: C[C@]1(O)N=CC[NH2+]1
Highest occupied orbital energy: -0.576 Ha
Energy above the lowest of the compared OMol25 structures with the same formula, charge and spin: 170.7 kJ/mol
Total charge: +1

Mulliken atomic charge list, values in e, 4 entries: C -1.367; C 0.855; O -0.544; N -0.424

No. 6
Computed, not measured: a 4-piece molecular cluster, C27H50BIN3O10S3 overall in a non-equilibrium geometry, with ωB97M-V/def2-TZVPD.

```
95
Properties=species:S:1:pos:R:3
C 0.747 0.704 3.363
C -0.425 0.733 2.390
O -0.522 -0.541 1.712
C -1.160 -0.530 0.533
C -2.561 -0.339 0.488
C -3.368 -0.164 1.738
C -4.669 -1.007 1.808
O -5.795 -0.177 1.582
C -3.096 -0.341 -0.791
N -4.443 -0.116 -1.051
C -4.805 1.094 -1.270
C -3.867 2.249 -1.472
C -6.270 1.375 -1.369
C -2.231 -0.618 -1.888
C -2.791 -0.698 -3.278
B -3.283 -2.201 -3.538
O -2.911 -3.192 -2.640
O -4.064 -2.455 -4.623
N -0.952 -0.852 -1.795
N -0.448 -0.774 -0.557
C 1.006 -1.007 -0.505
I 1.472 -2.839 0.532
C 1.841 0.179 -0.031
C 1.353 1.455 -0.721
H 1.230 -0.267 3.329
H 1.508 1.413 3.055
H 0.436 0.909 4.378
H -0.343 1.559 1.693
H -1.313 0.946 2.975
H -3.648 0.877 1.893
H -2.781 -0.446 2.606
H -4.614 -1.736 1.004
H -4.756 -1.533 2.747
H -6.284 -0.524 0.837
H -3.261 2.447 -0.592
H -4.428 3.134 -1.738
H -3.204 2.054 -2.312
H -6.459 2.335 -1.837
H -6.708 1.405 -0.375
H -6.769 0.619 -1.969
H -3.630 -0.030 -3.423
H -2.018 -0.401 -3.982
H -3.681 -3.500 -2.150
H -4.734 -3.111 -4.408
H 1.342 -1.223 -1.505
H 1.921 0.253 1.044
H 2.845 -0.013 -0.399
H 0.695 2.073 -0.116
H 0.799 1.219 -1.630
H 2.182 2.075 -1.040
C -7.344 -5.090 5.808
C -8.441 -4.086 5.432
C -7.859 -3.150 4.364
S -6.608 -4.103 3.495
O -5.315 -3.507 3.748
O -7.053 -4.372 2.150
C -6.758 -5.582 4.488
H -7.736 -5.915 6.400
H -6.571 -4.591 6.396
H -9.300 -4.621 5.023
H -8.788 -3.524 6.297
H -8.609 -2.821 3.650
H -7.368 -2.286 4.809
H -5.782 -6.050 4.590
H -7.445 -6.253 3.974
C 4.350 1.777 -5.070
C 4.643 0.286 -4.858
C 5.561 0.168 -3.635
S 5.192 1.586 -2.594
O 6.352 2.435 -2.535
O 4.533 1.143 -1.385
C 3.992 2.331 -3.695
H 3.544 1.934 -5.784
H 5.241 2.279 -5.453
H 3.708 -0.247 -4.671
H 5.104 -0.164 -5.736
H 5.381 -0.741 -3.067
H 6.612 0.228 -3.911
H 4.064 3.414 -3.627
H 3.003 1.999 -3.380
C 8.865 3.605 0.944
C 8.758 3.523 -0.585
C 10.185 3.423 -1.140
S 11.167 2.633 0.142
O 12.145 3.575 0.621
O 11.545 1.311 -0.285
C 9.851 2.514 1.350
H 7.898 3.467 1.425
H 9.251 4.584 1.237
H 8.192 2.636 -0.865
H 8.236 4.384 -1.000
H 10.234 2.819 -2.042
H 10.616 4.404 -1.328
H 10.263 2.647 2.348
H 9.407 1.524 1.256
```

Calculated values
HOMO-LUMO gap: 7.76 eV
Highest occupied orbital energy: -0.414 Ha
Total charge: +1

Mulliken atomic charge list, values in e, 4 entries: C -1.575; C 0.211; O -0.485; C 0.550